Formula: C21H41FN2O3P
Source: OMol25
Level of theory: ωB97M-V/def2-TZVPD

Computed properties:
**HOMO level**: -11.690 eV
**SMILES**: CCn1c([PH2]=O)c([C@@H](C)F)[n+](CCCCCCCCCCCOC)c1COC
**M**: 419.5 g mol⁻¹
**Total charge**: +1
**Calculated total energy**: -1600.8885 Eh
**Strongest force on any atom**: 3.111 eV/A

Positions of all 69 atoms, in Å:
C (0.65623, 0.33254, 3.69780)
C (1.40327, -1.02294, 3.33238)
N (1.55240, -1.05755, 1.85521)
C (0.69628, -1.73499, 0.97589)
P (-0.80835, -2.73799, 1.39461)
O (-1.04459, -3.89248, 0.47857)
C (1.28605, -1.41533, -0.28919)
C (0.70010, -1.95885, -1.62568)
C (1.25001, -3.42315, -1.80851)
F (-0.69138, -1.94304, -1.54397)
N (2.38726, -0.59394, -0.10141)
C (3.24183, -0.00828, -1.17368)
C (3.24177, 1.56124, -1.02084)
C (2.46534, 2.30471, -2.16570)
C (0.95350, 2.64016, -1.75263)
C (0.05302, 2.21548, -2.96685)
C (-1.50009, 2.13035, -2.66211)
C (-1.88098, 2.16532, -1.14433)
C (-3.47243, 2.30037, -1.06894)
C (-4.19762, 0.93862, -0.74620)
C (-4.77420, 0.98230, 0.72126)
C (-5.36831, -0.38994, 1.18190)
O (-4.27014, -1.29059, 1.48226)
C (-4.47727, -2.54352, 0.79265)
C (2.56250, -0.39905, 1.25849)
C (3.66618, 0.39705, 2.02997)
O (4.73456, -0.50878, 2.30525)
C (5.64566, -0.64284, 1.20281)
H (0.24197, 0.29967, 4.72776)
H (-0.14323, 0.47794, 2.92405)
H (1.35043, 1.20098, 3.55904)
H (0.76050, -1.87252, 3.64509)
H (2.40986, -1.06493, 3.79865)
H (-0.65063, -3.24485, 2.72759)
H (-1.96579, -1.89443, 1.41277)
H (1.06719, -1.30880, -2.46028)
H (2.34776, -3.37941, -1.57025)
H (0.79360, -4.10039, -1.04838)
H (1.12902, -3.78705, -2.85051)
H (4.28146, -0.39479, -1.07024)
H (2.90305, -0.33798, -2.18517)
H (4.30035, 1.93231, -0.98462)
H (2.79173, 1.89141, -0.04984)
H (2.48638, 1.71764, -3.12106)
H (3.01192, 3.26622, -2.35077)
H (0.91997, 3.74645, -1.60099)
H (0.77086, 2.07153, -0.81320)
H (0.18738, 3.00427, -3.75242)
H (0.40830, 1.24768, -3.39023)
H (-1.84573, 1.13294, -3.04633)
H (-2.02446, 2.92634, -3.23416)
H (-1.47197, 3.03207, -0.58010)
H (-1.65671, 1.17955, -0.65478)
H (-3.79013, 3.05939, -0.31772)
H (-3.84858, 2.67356, -2.05797)
H (-3.58445, 0.02721, -0.93579)
H (-5.10565, 0.84823, -1.40305)
H (-3.99541, 1.28176, 1.46335)
H (-5.60547, 1.73114, 0.81412)
H (-6.05880, -0.85690, 0.44047)
H (-5.95183, -0.23327, 2.12922)
H (-5.51475, -2.93137, 0.92321)
H (-3.77794, -3.27739, 1.27222)
H (-4.22631, -2.43749, -0.28989)
H (3.29239, 0.71859, 3.03238)
H (4.00074, 1.31532, 1.50092)
H (5.51557, -1.65455, 0.73930)
H (6.71119, -0.60345, 1.54563)
H (5.52563, 0.19243, 0.47296)

Forces on the atoms, in the same order (eV/Å):
C 0.40 -0.42 -0.83
C -0.89 1.18 0.50
N 0.57 -0.14 1.01
C 2.21 1.67 -1.41
P -1.01 -1.61 -0.89
O 0.61 0.77 0.44
C -2.12 -0.84 0.85
C 1.49 -0.49 0.33
C 0.33 0.62 0.35
F 1.02 0.36 -0.16
N -0.38 -0.83 0.71
C 0.48 0.76 0.27
C 0.23 0.44 -0.60
C 0.05 0.60 0.46
C 1.44 -0.59 -1.36
C -0.66 0.69 0.44
C 0.85 -0.67 0.30
C -1.88 0.14 -0.38
C 0.14 -0.55 -0.44
C -1.25 0.83 0.43
C -0.36 -0.84 -0.09
C 0.42 0.82 0.67
O -1.13 -0.54 -0.93
C 0.67 -0.33 0.55
C -0.97 0.10 -0.83
C -0.07 -0.95 0.30
O 0.02 0.95 -0.56
C 0.84 -0.45 -0.21
H 0.29 0.12 -0.78
H 0.38 -0.14 0.96
H -0.61 -0.71 0.41
H 0.76 0.46 -0.24
H -0.78 -0.30 -0.31
H 0.29 0.88 -0.32
H 0.89 0.27 0.30
H -0.74 -0.46 0.53
H -0.84 -0.07 -0.39
H 0.09 0.54 -0.75
H -0.11 0.21 0.78
H -0.93 0.10 0.07
H -0.07 0.30 1.04
H -0.81 -0.47 -0.15
H 0.29 -0.50 -0.82
H 0.09 0.48 0.85
H -0.49 -0.86 -0.03
H -0.36 -0.99 0.25
H -0.37 0.55 -0.63
H 0.10 -0.85 0.49
H -0.17 0.63 0.36
H 0.02 0.99 0.17
H 0.24 -0.51 0.57
H 0.17 -0.74 -0.49
H 0.31 1.01 -0.26
H 0.33 -0.54 -0.43
H 0.39 -0.25 0.85
H -0.17 0.73 0.27
H 0.86 -0.03 0.41
H -0.44 -0.26 -0.52
H 0.79 -0.45 -0.34
H 0.57 0.51 0.31
H 0.45 -0.18 -0.76
H 0.68 0.34 -0.11
H -0.62 0.51 -0.61
H -0.26 -0.16 0.68
H 0.06 -0.31 -1.00
H -0.25 -0.77 0.12
H -0.07 0.93 0.08
H -1.02 0.02 0.09
H 0.02 -0.70 0.45

Charges in e, computed with natural (NBO), in the same order as the atoms: atom 1 (C): -0.62, atom 2 (C): -0.23, atom 3 (N): -0.28, atom 4 (C): -0.24, atom 5 (P): 1.47, atom 6 (O): -1.06, atom 7 (C): 0.20, atom 8 (C): 0.19, atom 9 (C): -0.65, atom 10 (F): -0.34, atom 11 (N): -0.31, atom 12 (C): -0.23, atom 13 (C): -0.42, atom 14 (C): -0.40, atom 15 (C): -0.41, atom 16 (C): -0.40, atom 17 (C): -0.40, atom 18 (C): -0.41, atom 19 (C): -0.40, atom 20 (C): -0.41, atom 21 (C): -0.41, atom 22 (C): -0.07, atom 23 (O): -0.58, atom 24 (C): -0.26, atom 25 (C): 0.41, atom 26 (C): -0.12, atom 27 (O): -0.52, atom 28 (C): -0.27, atom 29 (H): 0.25, atom 30 (H): 0.22, atom 31 (H): 0.21, atom 32 (H): 0.23, atom 33 (H): 0.24, atom 34 (H): -0.05, atom 35 (H): 0.00, atom 36 (H): 0.19, atom 37 (H): 0.21, atom 38 (H): 0.27, atom 39 (H): 0.24, atom 40 (H): 0.24, atom 41 (H): 0.24, atom 42 (H): 0.23, atom 43 (H): 0.21, atom 44 (H): 0.20, atom 45 (H): 0.22, atom 46 (H): 0.22, atom 47 (H): 0.19, atom 48 (H): 0.22, atom 49 (H): 0.19, atom 50 (H): 0.21, atom 51 (H): 0.21, atom 52 (H): 0.21, atom 53 (H): 0.19, atom 54 (H): 0.21, atom 55 (H): 0.21, atom 56 (H): 0.20, atom 57 (H): 0.21, atom 58 (H): 0.20, atom 59 (H): 0.21, atom 60 (H): 0.18, atom 61 (H): 0.19, atom 62 (H): 0.19, atom 63 (H): 0.19, atom 64 (H): 0.18, atom 65 (H): 0.23, atom 66 (H): 0.22, atom 67 (H): 0.19, atom 68 (H): 0.22, atom 69 (H): 0.17